# 1
{"formula": "C24H28F2N4O2", "method": "wB97M-V/def2-TZVPD", "multiplicity": 1, "molar_mass_da": 442.5, "charge": 0, "relative_energy_kcal_mol": 0.0, "lumo_ev": 0.74, "smiles": "O=C(CC[C@H]1CCCN(C(=O)c2ccc(F)c(F)c2)C1)N1CCN(c2ccccn2)CC1", "max_force_ev_per_a": 0.5, "orbital_gap_ev": 8.7, "total_energy_ev": -40834.2320, "species": ["H", "H", "C", "N", "N", "H", "H", "H", "H", "C", "H", "H", "C", "H", "H", "C", "H", "C", "C", "C", "C", "H", "N", "C", "H", "C", "H", "C", "H", "O", "H", "H", "H", "O", "C", "H", "C", "C", "C", "F", "C", "C", "H", "C", "C", "H", "C", "H", "H", "F", "C", "C", "C", "C", "H", "N", "H", "H", "H", "H"], "positions_angstrom": [[-1.8474, -0.2087, -1.6424], [0.7561, 3.4158, 0.5245], [-2.3916, 2.1924, 0.3922], [-2.5968, 2.2229, -0.9258], [-3.4561, 1.7862, 1.1660], [-2.2984, -3.1567, -0.9608], [5.3832, -0.2384, 3.0677], [-1.0438, 2.6305, 2.0290], [2.1526, -3.7086, 0.0010], [-4.4936, -0.0390, -0.0830], [5.2828, 1.0401, -1.7018], [-0.3015, -3.2464, -0.0064], [2.7004, -1.8594, -0.9569], [-5.4748, -0.5118, -0.2230], [-2.1842, 0.9603, 2.5954], [-4.6591, 1.3877, 0.4729], [-3.5378, -2.0116, -1.4717], [2.7903, 0.6052, -0.7136], [6.4906, 0.6804, 0.0160], [0.8548, -0.4743, -1.7004], [-0.1892, 3.0852, 0.1235], [-1.3886, -1.6030, -2.6209], [-3.6926, -0.8092, 0.8481], [1.7647, -2.6928, -0.0843], [1.7233, -2.2594, 0.9163], [-2.5996, -2.1092, -0.9268], [-0.2605, -0.8179, 0.1023], [-1.1840, 2.6279, 0.9595], [2.7682, -2.3127, -1.9546], [2.3410, 1.7201, -0.9061], [-3.7400, 1.5403, 3.2269], [0.9150, -0.8829, -2.7170], [0.5558, 0.5745, -1.7568], [-2.1095, -2.2972, 1.4029], [-3.8327, -0.3892, 2.2264], [-5.4894, 1.4474, 1.1807], [-2.7716, -1.7486, 0.5372], [4.1075, 0.4362, -0.0030], [-1.6330, 2.6797, -1.7114], [7.6327, 0.9635, -0.6312], [-0.1588, -1.2855, -0.8822], [6.5182, 0.3213, 1.3581], [-3.9870, 0.0340, -1.0430], [-3.2514, 1.0310, 2.3870], [4.1388, 0.0882, 1.3428], [3.7025, -1.8168, -0.5286], [-0.4083, 3.1166, -1.2495], [-4.8340, 2.0822, -0.3475], [0.3580, 3.4616, -1.9222], [7.6869, 0.2558, 2.0178], [5.3411, 0.0297, 2.0241], [0.3620, -2.7113, -0.6844], [-1.5162, -1.2486, -1.5944], [5.2883, 0.7460, -0.6641], [0.3801, -3.2307, -1.6462], [2.1704, -0.5242, -1.0990], [-4.8922, -0.4144, 2.4982], [-3.2882, -1.0990, 2.8502], [3.2183, -0.1333, 1.8605], [-1.8717, 2.6779, -2.7685]], "atomic_forces_ev_per_a": [[0.0, 0.0, -0.1], [0.1, 0.0, 0.1], [0.2, 0.2, -0.3], [-0.3, -0.2, 0.3], [-0.2, 0.0, 0.0], [-0.1, 0.0, 0.1], [0.0, 0.0, 0.1], [0.0, 0.0, 0.1], [0.0, 0.0, 0.1], [-0.2, 0.1, -0.3], [0.0, 0.1, -0.1], [0.0, -0.1, -0.1], [0.2, -0.4, 0.3], [0.0, 0.1, -0.1], [-0.1, 0.0, 0.0], [-0.1, 0.0, -0.2], [0.0, 0.0, 0.0], [0.4, -0.1, 0.1], [0.0, 0.0, 0.0], [-0.4, 0.3, 0.1], [-0.1, -0.1, 0.0], [0.0, 0.0, -0.1], [-0.1, 0.3, 0.3], [0.0, -0.1, -0.4], [0.0, 0.0, 0.1], [0.1, 0.0, 0.0], [0.0, 0.0, 0.0], [0.1, 0.0, 0.0], [0.1, 0.0, 0.0], [0.0, 0.4, 0.0], [0.1, -0.1, 0.0], [0.0, 0.0, 0.0], [0.0, -0.1, -0.1], [0.4, -0.2, 0.2], [0.2, -0.1, 0.2], [0.0, 0.0, -0.1], [-0.2, -0.3, -0.4], [0.1, 0.2, 0.2], [0.4, 0.2, -0.1], [-0.1, 0.0, 0.2], [0.0, -0.2, -0.4], [0.0, 0.0, 0.0], [-0.1, 0.0, 0.0], [-0.1, -0.1, 0.3], [0.0, 0.0, -0.2], [-0.1, 0.0, -0.1], [-0.1, 0.0, -0.1], [-0.1, -0.1, 0.1], [0.1, 0.0, -0.1], [-0.1, 0.1, -0.2], [0.2, 0.1, -0.1], [0.0, 0.2, 0.4], [0.1, 0.0, 0.2], [0.0, -0.1, 0.2], [0.0, -0.1, -0.1], [-0.1, -0.1, -0.1], [0.1, 0.0, 0.0], [-0.2, 0.1, 0.0], [-0.1, 0.0, 0.1], [0.1, 0.1, -0.1]]}



# 2
{"formula": "C28H77N7O7", "method": "wB97M-V/def2-TZVPD", "multiplicity": 1, "molar_mass_da": 624.0, "charge": 0, "relative_energy_kcal_mol": 0.0, "lumo_ev": 0.48, "smiles": "COC[C@H](C)N.COC[C@H](C)N.COC[C@H](C)N.COC[C@H](C)N.COC[C@H](C)N.COC[C@H](C)N.COC[C@H](C)N", "max_force_ev_per_a": 1.5, "orbital_gap_ev": 9.1, "total_energy_ev": -55045.1353, "species": ["N", "H", "H", "C", "C", "H", "H", "H", "C", "C", "N", "H", "H", "N", "N", "H", "H", "H", "C", "H", "H", "O", "H", "H", "H", "H", "H", "N", "H", "C", "O", "O", "H", "H", "H", "O", "H", "C", "C", "C", "O", "H", "H", "H", "C", "C", "C", "H", "H", "H", "H", "H", "C", "N", "H", "O", "H", "C", "H", "H", "H", "C", "C", "H", "H", "H", "H", "H", "H", "H", "H", "H", "H", "C", "H", "H", "C", "H", "H", "H", "H", "H", "H", "C", "H", "C", "H", "H", "H", "H", "H", "H", "C", "H", "H", "H", "H", "H", "C", "H", "C", "O", "N", "C", "H", "H", "H", "C", "H", "C", "H", "H", "C", "H", "H", "H", "H", "H", "C"], "positions_angstrom": [[1.9101, 19.5839, 6.6575], [-1.6918, 13.6068, 5.7506], [2.3807, 15.1947, 8.1271], [6.0513, 13.4632, 6.7109], [6.1610, 19.7197, 6.6873], [-2.0092, 16.0156, 4.2074], [4.5535, 21.0317, 8.2806], [-0.0209, 11.0611, 8.0888], [0.9730, 10.0540, 5.6554], [2.6724, 20.6798, 7.2933], [-2.4415, 13.6394, 1.7424], [-5.6364, 18.3557, 7.6940], [-4.3800, 14.4697, 3.3661], [4.7645, 12.7532, 6.7943], [2.4774, 14.4715, 5.4788], [2.7764, 16.3552, 2.2741], [-2.8060, 14.0818, 7.0357], [-1.5890, 13.8744, 1.2441], [5.8582, 14.9512, 6.9579], [0.7298, 14.9108, 7.5885], [6.4173, 17.0494, 2.6261], [4.8045, 20.0513, 6.4578], [1.8163, 18.8303, 7.3430], [2.9731, 9.4068, 5.0393], [6.6225, 19.5042, 5.7257], [1.0429, 9.7466, 6.7018], [-3.1545, 12.6011, 6.1983], [0.2334, 9.0472, 4.8770], [2.3030, 22.0061, 8.9936], [6.6355, 13.2559, 5.3179], [4.0543, 14.7826, 2.6438], [5.3232, 15.1184, 8.2615], [4.4784, 16.9034, 7.6883], [2.5268, 19.1361, 5.9785], [5.1500, 15.3213, 6.2031], [1.2007, 16.8755, 7.9479], [7.5814, 13.7989, 5.2345], [-2.2876, 14.1218, 3.1299], [-1.9618, 15.6193, 3.1943], [-1.4894, 18.8075, 7.2850], [-3.5859, 14.3423, 5.1992], [2.4923, 14.6364, 4.4736], [-0.8247, 19.3018, 7.9918], [-1.4844, 13.5306, 3.5749], [1.8930, 21.1038, 8.5296], [-5.0140, 18.9196, 6.9864], [4.0842, 20.2559, 7.6558], [4.6920, 19.0452, 4.1004], [0.8082, 12.5967, 8.6003], [2.1856, 14.1622, 1.9686], [0.2986, 16.1542, 9.6902], [4.2734, 16.4310, 9.3912], [0.1536, 11.3401, 5.6379], [-4.9326, 17.0164, 5.4723], [-0.9148, 11.1661, 5.7953], [-2.3629, 18.0048, 8.0596], [-4.4464, 19.6985, 7.4854], [4.3478, 18.4509, 3.2578], [4.3884, 13.0228, 7.6985], [4.3418, 16.3632, 1.3827], [-0.8562, 12.5729, 8.0359], [0.1391, 12.1244, 7.8856], [2.0184, 15.7509, 6.0499], [2.8972, 16.4045, 5.9952], [5.9470, 13.7053, 4.5949], [-5.6836, 16.6359, 6.0463], [1.1983, 16.5417, 4.1699], [1.8795, 17.0145, 9.8842], [6.7054, 13.0156, 7.4625], [4.8252, 18.7757, 2.3309], [-3.7943, 12.7812, 3.8967], [0.7768, 8.1895, 4.9228], [-5.7377, 19.3225, 6.2764], [0.9334, 16.9625, 9.3230], [1.8776, 20.3296, 9.2985], [5.8512, 17.0349, 8.8556], [2.3878, 10.3212, 5.1471], [-4.4276, 16.1597, 5.2277], [2.3881, 10.9022, 4.2221], [6.7938, 12.2098, 5.0709], [0.7053, 17.3860, 5.6466], [6.1571, 15.6942, 3.3956], [-2.5745, 16.4820, 6.6889], [-4.1101, 17.9118, 6.2611], [6.2307, 18.8426, 7.3353], [3.2576, 13.9270, 1.8717], [0.4855, 17.9366, 9.5238], [-1.9710, 19.5839, 6.6872], [-0.8769, 18.1737, 6.6402], [1.7376, 13.7714, 5.5647], [4.1355, 13.1243, 6.0858], [-3.8874, 16.6687, 7.9395], [0.9192, 16.4066, 5.2134], [0.8804, 21.3715, 8.2280], [0.2728, 11.8262, 4.6623], [-0.0148, 15.8508, 5.3376], [3.4349, 12.8912, 2.1447], [4.0821, 19.3223, 8.2390], [-3.6184, 13.8595, 3.8507], [3.2757, 18.6592, 3.1613], [-2.7400, 13.6062, 6.0554], [0.6257, 12.3004, 6.5764], [6.0063, 16.6983, 3.4917], [3.8529, 16.1662, 2.3485], [-3.1787, 14.1925, 1.3132], [2.7056, 21.4877, 6.5612], [0.2792, 9.3117, 3.8956], [4.9741, 16.4525, 8.5558], [3.4681, 14.0678, 0.8005], [4.5558, 16.9519, 3.4394], [6.7970, 15.5190, 6.8931], [-2.7258, 16.1639, 2.6313], [-3.1938, 17.1815, 7.2678], [-3.4915, 18.5379, 5.6095], [2.9445, 10.9035, 5.8893], [-0.9853, 15.7629, 2.7305], [4.1582, 16.6258, 4.4038], [6.6855, 20.5698, 7.1372], [1.5872, 15.5922, 7.4796]], "atomic_forces_ev_per_a": [[0.6, -0.4, 0.1], [0.0, -0.2, -0.1], [0.2, 0.0, -0.3], [-0.4, -0.5, -0.6], [-0.2, 0.2, -0.1], [0.3, 0.0, 0.0], [0.1, 0.0, -0.1], [0.4, 0.0, 0.3], [-0.1, 0.3, -0.3], [-0.5, -0.8, 0.2], [0.1, 0.2, 0.5], [0.2, 0.2, 0.3], [-0.3, -0.4, -0.1], [0.6, -0.1, 0.3], [-0.7, 0.0, -0.4], [0.0, 0.3, 0.1], [0.1, 0.1, -0.1], [-0.1, -0.1, -0.2], [0.3, 0.0, 0.4], [0.0, 0.0, -0.3], [0.0, 0.3, 0.2], [0.1, 0.0, -0.1], [-0.3, 0.2, 0.0], [-0.2, -0.1, -0.2], [-0.1, -0.1, 0.0], [-0.1, -0.4, -0.1], [0.4, -0.2, -0.3], [0.4, -0.1, 0.2], [0.2, -0.1, -0.1], [0.1, 0.6, 0.2], [-0.1, 0.0, 0.4], [-0.2, -0.1, 0.1], [0.0, 0.2, 0.1], [-0.1, 0.3, -0.3], [0.0, 0.1, 0.0], [-0.2, 0.2, -0.2], [0.0, -0.1, -0.1], [-0.5, 0.3, -0.3], [-0.2, -0.5, -0.2], [0.5, -0.2, 0.4], [0.1, 0.0, -0.3], [0.5, -0.1, 0.0], [0.0, 0.0, -0.1], [0.0, 0.0, 0.1], [0.1, 0.8, -0.1], [-0.4, -1.0, -0.3], [0.1, 0.3, -0.1], [0.3, -0.1, 0.0], [0.2, -0.2, -0.1], [0.0, -0.1, 0.3], [-0.1, 0.0, 0.0], [0.0, 0.0, 0.0], [0.0, 0.5, 0.0], [0.0, -0.9, -0.1], [0.0, -0.3, 0.0], [-0.4, 0.3, -0.2], [-0.1, 0.0, 0.1], [-0.8, -0.2, -0.1], [-0.4, -0.1, -0.1], [-0.3, 0.2, -0.1], [0.1, 0.2, -0.3], [-0.8, -0.3, 0.0], [0.3, -0.2, -1.0], [-0.1, 0.1, 0.4], [0.0, -0.2, -0.1], [-0.1, 0.4, 0.1], [0.0, -0.2, -0.1], [-0.1, -0.5, 0.1], [0.1, 0.2, 0.1], [0.1, 0.1, 0.1], [-0.5, 0.1, -0.4], [-0.2, -0.1, 0.0], [0.3, 0.3, -0.1], [0.7, 0.5, 0.3], [-0.1, -0.1, -0.1], [0.0, 0.1, -0.1], [0.3, 0.3, 0.8], [0.2, 0.5, 0.0], [0.0, -0.2, -0.2], [-0.1, -0.1, 0.1], [0.1, 0.1, -0.3], [-0.1, 0.0, 0.4], [0.0, -0.2, 0.2], [0.2, 1.2, 0.6], [0.2, 0.0, 0.0], [-0.3, 0.4, -0.8], [-0.4, -0.2, -0.2], [-0.2, -0.1, 0.0], [0.0, 0.1, -0.1], [0.1, 0.1, 0.5], [-0.1, 0.2, 0.2], [0.4, -0.3, 0.1], [-0.2, 0.4, 1.0], [-0.1, -0.3, 0.1], [-0.1, -0.1, -0.1], [0.1, -0.2, -0.4], [0.1, 0.0, 0.2], [-0.2, 0.0, 0.1], [1.2, 0.1, 0.8], [0.1, 0.0, -0.1], [-0.6, 0.1, 0.6], [0.1, 0.2, -0.1], [-0.1, -0.5, -0.6], [0.5, -0.8, -0.1], [0.0, -0.1, -0.2], [0.2, 0.2, 0.1], [-0.1, 0.1, 0.0], [-0.1, -0.4, -0.1], [0.1, -0.2, 0.1], [0.5, 0.5, 0.2], [0.0, -0.1, -0.2], [0.1, 0.0, -0.1], [-0.5, 0.3, -0.6], [0.1, -0.4, -0.3], [-0.1, 0.1, -0.1], [0.0, 0.4, 0.2], [-0.1, 0.0, 0.0], [0.0, -0.1, 0.1], [-0.1, 0.1, 1.0]]}